{"formula": "C12H19BF6NO5", "method": "ωB97M-V with the def2-TZVPD basis set", "symbols": ["C", "O", "B", "O", "C", "C", "C", "O", "C", "F", "F", "F", "C", "C", "C", "N", "H", "H", "H", "H", "H", "H", "H", "H", "H", "H", "H", "H", "H", "H", "C", "C", "O", "C", "O", "C", "F", "F", "F", "H", "H", "H", "H", "H"], "positions_angstrom": [[4.4846, -2.6894, 2.9075], [4.3053, -1.2678, 2.8128], [3.7415, -0.7707, 1.6776], [4.3691, -0.9054, 0.4627], [2.3362, 0.0274, 1.8082], [1.3561, -1.0896, 2.2748], [-0.1403, -0.8292, 2.0670], [-0.5283, 0.5085, 2.3147], [-0.6245, -1.2094, 0.6430], [-1.5307, -2.1937, 0.7265], [0.3813, -1.6431, -0.1511], [-1.2116, -0.1765, 0.0153], [1.9581, 0.8408, 0.5518], [2.4318, 2.2690, 0.9171], [2.3820, 2.2873, 2.3896], [2.3761, 1.0875, 2.8411], [3.5605, -3.1710, 3.2284], [5.2512, -2.8855, 3.6512], [4.8090, -3.1160, 1.9581], [3.8227, -1.3169, -0.2165], [1.6267, -2.0084, 1.7493], [1.5589, -1.2872, 3.3298], [-0.6929, -1.4803, 2.7479], [-0.4603, 0.6769, 3.2587], [2.4890, 0.5609, -0.3534], [0.8926, 0.8386, 0.3481], [3.5131, 2.2985, 0.6969], [2.0113, 3.1135, 0.3805], [2.3692, 3.1615, 3.0288], [2.3518, 0.8985, 3.8364], [-2.8645, -0.1448, -2.3891], [-2.8063, 0.5957, -3.7075], [-4.0522, 0.5197, -4.4250], [-5.0197, 1.3073, -3.9805], [-4.9582, 2.0735, -3.0671], [-6.2786, 1.1258, -4.8528], [-6.5695, -0.1671, -5.0054], [-6.0697, 1.6564, -6.0609], [-7.3159, 1.7314, -4.2966], [-3.1610, -1.1821, -2.5545], [-1.8942, -0.1312, -1.9069], [-3.5930, 0.3026, -1.7143], [-2.0732, 0.1416, -4.3704], [-2.5333, 1.6423, -3.5721]], "lowdin_charge": [-0.02, 0.05, -0.60, 0.20, -0.24, -0.03, -0.23, 0.02, -0.55, 0.16, 0.14, 0.13, -0.06, -0.07, 0.05, 0.17, 0.09, 0.10, 0.10, 0.13, 0.14, 0.14, 0.17, 0.11, 0.13, 0.11, 0.16, 0.14, 0.17, 0.19, -0.06, -0.19, 0.04, -0.40, 0.17, -0.56, 0.17, 0.17, 0.18, 0.09, 0.05, 0.08, 0.13, 0.13], "max_force_ha_per_bohr": 0.0198, "homo_ev": -12.77, "gap_ev": 8.490, "e_lumo_ev": -4.28, "charge": 1}